Entry 1:
2 unconnected molecules or ions with the total composition CHF3OS2. Source: the OMol25 dataset; level of theory: ωB97M-V/def2-TZVPD.

The largest force on an atom is 1.38 eV/Å. For the HOMO-LUMO gap (alpha / beta), the calculation gives 7.707 / 8.041 eV. The HOMO energy (alpha / beta) comes out at -9.82 / -10.01 eV.

Geometry (Å):
C  0.98221  -0.60036  -0.65590
O  -0.64153  1.41019  1.23205
F  -0.12711  -0.55982  -1.43347
F  1.72206  -1.66230  -0.95879
F  1.67772  0.46211  -1.05447
S  -1.97294  1.24964  0.58885
S  0.87309  -0.45455  1.11287
H  -2.51350  0.15509  1.16886



Entry 2:
A single CHF3S2 molecule. Source: the OMol25 dataset; level of theory: ωB97M-V/def2-TZVPD.

The largest force on an atom is 5.40 eV/Å. For the HOMO-LUMO gap, the calculation gives 9.350 eV. The HOMO energy comes out at -9.33 eV. Its SMILES is FC(F)(F)SS.

Geometry (Å):
C  -1.03601  -0.28885  -0.20404
F  -0.41989  -0.90244  0.77083
F  -1.47913  -1.20904  -1.12978
F  -1.94567  0.51614  0.16728
S  1.56494  0.95252  0.67314
S  0.68513  0.84175  -1.09553
H  2.63063  0.08992  0.81810



Entry 3:
A single CHFI2 molecule. Source: the OMol25 dataset; level of theory: ωB97M-V/def2-TZVPD.

The largest force on an atom is 3.99 eV/Å. For the HOMO-LUMO gap, the calculation gives 8.888 eV. The HOMO energy comes out at -9.82 eV. Its SMILES is FC(I)I.

Geometry (Å):
C  0.67104  0.68741  0.60550
F  -0.11055  0.95388  1.64584
I  0.79282  2.61052  -0.66123
I  2.42839  -0.34761  1.19451
H  0.12433  -0.09624  -0.18157



Entry 4:
A single CHFI2S molecule. Source: the OMol25 dataset; level of theory: ωB97M-V/def2-TZVPD.

The largest force on an atom is 3.02 eV/Å. For the HOMO-LUMO gap, the calculation gives 7.386 eV. The HOMO energy comes out at -9.50 eV.

Geometry (Å):
C  -0.54013  0.19660  0.15634
F  -0.51213  0.15155  1.51349
S  0.60539  -0.98439  -0.69239
I  -2.40308  -0.73587  -0.40817
I  3.10251  0.03605  -0.45359
H  -0.25256  1.33607  -0.11567



Entry 5:
2 unconnected molecules or ions with the total composition CHFINO2. Source: the OMol25 dataset; level of theory: ωB97M-V/def2-TZVPD.

The largest force on an atom is 1.47 eV/Å. For the HOMO-LUMO gap (alpha / beta), the calculation gives 8.413 / 8.864 eV. The HOMO energy (alpha / beta) comes out at -9.61 / -10.71 eV.

Geometry (Å):
C  -1.36750  -0.84004  -0.58756
N  -1.52859  0.30996  -1.47726
O  -2.05451  1.26246  -0.91814
O  -1.17840  0.21726  -2.61924
F  -0.57597  -1.77502  -1.05078
I  -3.01600  -1.19492  0.65321
H  0.50605  0.09066  0.21552



Entry 6:
A single CHFIPS molecule. Source: the OMol25 dataset; level of theory: ωB97M-V/def2-TZVPD.

The largest force on an atom is 2.46 eV/Å. For the HOMO-LUMO gap, the calculation gives 8.250 eV. The HOMO energy comes out at -9.23 eV. Its SMILES is FC(=S)PI.

Geometry (Å):
C  0.56842  -0.25155  0.66858
F  0.50090  -0.96407  1.75774
P  -0.72083  -0.81354  -0.71681
S  1.71703  0.84655  0.34472
I  -2.08024  1.16823  -0.46660
H  0.01472  0.01438  -1.58763



Entry 7:
2 unconnected molecules or ions with the total composition CHFN2O5. Source: the OMol25 dataset; level of theory: ωB97M-V/def2-TZVPD.

The largest force on an atom is 5.29 eV/Å. For the HOMO-LUMO gap, the calculation gives 10.092 eV. The HOMO energy comes out at -12.62 eV.

Geometry (Å):
C  -0.15796  0.27641  -0.10803
N  -0.36244  -1.16666  0.24391
N  1.22422  0.78644  0.11668
O  -1.50125  -1.47188  0.66782
O  0.58762  -1.88192  0.10933
O  1.81001  0.28755  0.97103
O  1.52169  1.69703  -0.55543
O  -1.20535  1.04545  0.09066
F  -0.10220  -0.02394  -1.98920
H  -1.81435  0.45153  0.45324



Entry 8:
A single CHFS molecule. Source: the OMol25 dataset; level of theory: ωB97M-V/def2-TZVPD.

The largest force on an atom is 5.66 eV/Å. For the HOMO-LUMO gap, the calculation gives 8.697 eV. The HOMO energy comes out at -9.56 eV. Its SMILES is FC=S.

Geometry (Å):
C  0.12746  0.02273  0.10070
F  0.24820  1.31437  -0.04281
S  -1.41925  -0.80055  -0.02800
H  1.04358  -0.53655  -0.02989



Entry 9:
A molecular structure, CHGaLiO3. Source: the OMol25 dataset; level of theory: ωB97M-V/def2-TZVPD.

As for the charge: +3. The largest force on an atom is 5.68 eV/Å. For the HOMO-LUMO gap (alpha / beta), the calculation gives 7.830 / 8.156 eV. The HOMO energy (alpha / beta) comes out at -29.22 / -29.00 eV.

Geometry (Å):
O  -1.23172  -0.19998  -1.10533
C  -0.18464  -0.68172  -1.37231
H  0.30034  -1.17427  -0.09684
O  0.83025  0.06731  1.11205
O  1.17685  -0.36694  0.03805
Li  0.36072  1.84203  0.51201
Ga  -1.25179  0.51356  0.91237



Entry 10:
A molecular structure, CHI2NO. Source: the OMol25 dataset; level of theory: ωB97M-V/def2-TZVPD.

The largest force on an atom is 5.27 eV/Å. For the HOMO-LUMO gap, the calculation gives 7.630 eV. The HOMO energy comes out at -9.16 eV.

Geometry (Å):
C  -0.14951  -0.42021  0.72094
N  -0.00266  0.00402  -0.65578
O  -0.83725  0.25487  1.41938
I  -1.11767  1.87825  -0.79870
I  1.61913  -0.55056  -1.67952
H  0.48797  -1.16638  0.99367



Entry 11:
A molecular structure, CHI2O3P. Source: the OMol25 dataset; level of theory: ωB97M-V/def2-TZVPD.

As for the charge: -2. The largest force on an atom is 6.57 eV/Å. For the HOMO-LUMO gap, the calculation gives 4.682 eV. The HOMO energy comes out at 0.18 eV.

Geometry (Å):
C  0.14590  -0.57217  -0.49306
O  -1.96481  0.90857  0.63105
O  0.25999  1.87729  -0.46225
O  0.36895  0.80558  1.80041
P  -0.30399  0.92158  0.49584
I  2.21177  -0.69262  -0.96663
I  -0.47164  -2.52164  0.50588
H  -0.24617  -0.72659  -1.51123



Entry 12:
2 unconnected molecules or ions with the total composition CHI3NO2S. Source: the OMol25 dataset; level of theory: ωB97M-V/def2-TZVPD.

As for the charge: -1. The largest force on an atom is 3.56 eV/Å. For the HOMO-LUMO gap, the calculation gives 7.290 eV. The HOMO energy comes out at -4.58 eV.

Geometry (Å):
C  0.72360  2.44879  -0.34651
N  -0.11332  0.44204  -0.19360
O  -1.80893  -1.02338  0.66096
O  -2.40517  0.64300  -1.10358
S  -1.62075  0.21507  0.00952
I  -0.83719  3.33669  -1.32509
I  2.37812  2.12364  -1.62174
I  -2.06901  1.69371  2.00835
H  0.53817  0.38141  0.53160